{
  "formula": "C2H3FO2S",
  "method": "ωB97M-V with the def2-TZVPD basis set",
  "elements": ["C", "C", "O", "O", "F", "S", "H", "H", "H"],
  "xyz": [[-0.32189, -0.04203, 0.91411], [-0.51805, 0.32666, -0.63136], [2.04192, 0.55372, -0.06260], [1.09387, -1.76986, -0.74087], [-1.45123, -0.36431, -1.28460], [0.97871, -0.43115, -0.18353], [-0.09614, 0.72157, 1.73113], [-1.08991, -0.73440, 1.19319], [-0.63729, 1.73979, -0.93546]],
  "nbo_charge": [-0.721, -0.050, -0.882, -0.865, -0.316, 2.099, 0.274, 0.262, 0.199],
  "charge": 0,
  "energy_ev": -19766.194,
  "de_lowest_kj_mol": 361.9,
  "gap_ev": 11.091,
  "e_lumo_ev": 0.434,
  "homo_ev": -10.66
}